(1)
Density functional theory data (ωB97M-V/def2-TZVPD) for the molecule C19H22N2O4S.

Output
E (Ha): -1545.87320
Orbital gap (eV): 9.390
SMILES: COc1cccc(C(=O)N2CCN(S(=O)(=O)Cc3ccccc3)CC2)c1

CARTESIAN COORDINATES (ANGSTROEM)
C1 -1.833988 5.550134 -3.043725
O1 -0.851357 5.828396 -2.074386
C2 -0.060740 4.812644 -1.639891
C3 0.930454 5.161488 -0.719457
C4 1.792225 4.204267 -0.227621
C5 1.675990 2.881716 -0.625972
C6 0.682275 2.524906 -1.527066
C7 0.576112 1.128058 -2.053077
O2 0.772824 0.878904 -3.228485
N1 0.232337 0.163001 -1.164132
C8 -0.070070 0.348049 0.234581
C9 0.936479 -0.438927 1.080699
N2 0.897688 -1.818935 0.663534
S1 1.305306 -3.021018 1.741903
O3 2.390113 -3.806290 1.227712
O4 1.434703 -2.426455 3.038977
C10 -0.201949 -4.064658 1.724644
C11 -1.374006 -3.161983 1.597692
C12 -1.682206 -2.283165 2.631194
C13 -2.727322 -1.387018 2.498673
C14 -3.481888 -1.362476 1.336195
C15 -3.186743 -2.240137 0.306961
C16 -2.135353 -3.132002 0.435419
C17 1.232806 -2.007456 -0.727928
C18 0.226622 -1.224941 -1.575415
C19 -0.176109 3.487983 -2.044576
H1 -2.584676 4.848968 -2.664952
H2 -2.310690 6.504606 -3.260973
H3 -1.390974 5.148879 -3.960231
H4 1.008570 6.193956 -0.418403
H5 2.564547 4.488566 0.471005
H6 2.363597 2.137963 -0.252967
H7 -0.040100 1.407005 0.489003
H8 -1.075761 -0.043874 0.430004
H9 0.679249 -0.405913 2.137963
H10 1.943406 -0.017824 0.945634
H11 -0.178759 -4.604347 2.667768
H12 -0.096094 -4.752242 0.891556
H13 -1.084899 -2.299673 3.529706
H14 -2.956440 -0.705580 3.304275
H15 -4.298717 -0.663687 1.234367
H16 -3.774561 -2.228780 -0.599212
H17 -1.909264 -3.817550 -0.368972
H18 1.188998 -3.073406 -0.945747
H19 2.251157 -1.651326 -0.937745
H20 0.493867 -1.259464 -2.632915
H21 -0.776928 -1.637512 -1.427811
H22 -0.917134 3.178828 -2.764337

Cartesian forces, eV/Å:
C -0.2 -0.1 -0.2
O 0.2 0.0 0.2
C 0.1 -0.1 0.1
C -0.1 0.1 -0.1
C 0.0 0.1 0.0
C -0.1 -0.2 -0.1
C 0.3 0.3 0.0
C -0.1 0.0 0.0
O 0.1 0.1 -0.3
N 0.0 -0.1 0.0
C 0.1 0.0 0.5
C -0.3 0.5 0.4
N 0.5 -0.7 0.7
S -0.1 -0.1 -0.5
O -0.1 -0.1 -0.2
O -0.3 0.2 0.1
C 0.7 0.6 0.0
C -0.6 0.1 0.1
C -0.1 -0.1 0.0
C 0.0 0.0 0.0
C 0.0 0.1 0.0
C 0.0 0.0 -0.1
C 0.0 -0.1 0.2
C -0.1 -0.2 -0.5
C 0.2 -0.2 -0.2
C -0.2 0.1 -0.1
H 0.0 0.0 0.0
H 0.0 -0.1 0.0
H 0.0 0.0 0.0
H 0.0 0.1 0.0
H 0.1 0.0 0.1
H 0.1 -0.1 0.1
H 0.0 -0.2 0.0
H 0.1 0.1 0.1
H 0.0 0.2 0.0
H -0.1 0.0 0.0
H 0.1 -0.1 0.0
H 0.0 -0.1 -0.1
H 0.0 0.0 0.1
H 0.0 0.1 0.1
H -0.1 0.1 0.0
H 0.0 0.0 -0.1
H 0.0 -0.1 -0.1
H 0.0 0.0 -0.2
H -0.1 -0.1 0.0
H -0.1 -0.1 0.2
H 0.1 0.0 0.0
H -0.1 0.0 -0.1

(2)
Density functional theory data (ωB97M-V/def2-TZVPD) for the molecule C19H22N2O5S.

Output
E (Ha): -1621.13297
Orbital gap (eV): 9.034
SMILES: CCCCNC(=O)c1ccccc1NS(=O)(=O)c1ccc2c(c1)OCCO2

CARTESIAN COORDINATES (ANGSTROEM)
C1 -1.228413 0.759407 -2.738021
C2 -1.099288 1.726380 -1.567412
C3 -2.449858 2.210459 -1.037010
C4 -3.323490 1.082806 -0.482504
N1 -2.692601 0.391284 0.616335
C5 -2.227801 -0.872267 0.515826
O1 -2.342092 -1.513889 -0.525162
C6 -1.559593 -1.407901 1.728462
C7 -1.855165 -0.918597 3.001694
C8 -1.185083 -1.375316 4.117560
C9 -0.193325 -2.336724 3.977139
C10 0.089195 -2.868298 2.737182
C11 -0.598267 -2.431645 1.602522
N2 -0.353844 -3.030054 0.380695
S1 1.170231 -3.268660 -0.260092
O2 0.997460 -4.051921 -1.442556
O3 2.045022 -3.751541 0.765345
C12 1.672017 -1.613181 -0.725746
C13 1.900291 -1.321474 -2.056530
C14 2.281755 -0.042154 -2.412543
C15 2.427808 0.942573 -1.440292
C16 2.218137 0.626323 -0.089817
C17 1.833713 -0.662173 0.259508
O4 2.390171 1.551033 0.904538
C18 3.138583 2.675952 0.492740
C19 2.616338 3.187632 -0.847859
O5 2.774844 2.199773 -1.843853
H1 -1.651288 -0.186932 -2.413030
H2 -0.248677 0.558313 -3.163734
H3 -1.863558 1.182759 -3.513313
H4 -0.527426 2.601210 -1.888769
H5 -0.541883 1.240791 -0.761676
H6 -3.000544 2.701112 -1.841572
H7 -2.281627 2.949789 -0.248323
H8 -4.278283 1.496488 -0.139661
H9 -3.520185 0.336648 -1.253058
H10 -2.479578 0.932854 1.438004
H11 -2.644580 -0.191330 3.129232
H12 -1.434684 -0.987867 5.093523
H13 0.342829 -2.689720 4.845017
H14 0.841774 -3.629032 2.614240
H15 -1.035502 -2.755671 -0.329977
H16 1.770662 -2.101186 -2.788462
H17 2.471422 0.225448 -3.439682
H18 1.681917 -0.907284 1.297886
H19 3.025833 3.425941 1.276343
H20 4.197241 2.403313 0.390569
H21 3.175715 4.060459 -1.187316
H22 1.553678 3.446072 -0.746391

Cartesian forces, eV/Å:
C 0.1 0.1 0.1
C -0.2 0.0 -0.1
C 0.2 -0.3 0.1
C -0.2 0.2 -0.3
N 0.0 0.2 0.2
C -0.1 0.3 0.0
O 0.0 -0.2 -0.1
C 0.3 -0.4 0.1
C 0.0 -0.1 0.0
C 0.0 0.1 0.1
C -0.1 0.1 -0.1
C 0.0 0.0 0.1
C -0.1 0.4 0.9
N 0.6 -0.6 -1.0
S -0.1 0.3 0.0
O -0.2 0.3 -0.1
O -0.1 0.3 0.2
C -0.1 -0.7 0.1
C 0.0 -0.1 -0.1
C 0.1 0.2 0.3
C -0.1 -0.1 0.0
C 0.0 -0.2 -0.1
C 0.1 0.4 0.1
O -0.2 -0.3 0.0
C 0.1 0.3 -0.4
C 0.0 0.2 0.6
O 0.0 -0.3 -0.2
H -0.1 -0.1 -0.1
H 0.0 0.0 -0.1
H -0.1 0.0 -0.2
H 0.1 0.0 0.1
H 0.1 0.1 0.0
H -0.1 0.1 0.0
H -0.1 0.1 0.0
H 0.0 -0.1 -0.1
H -0.1 0.1 0.1
H 0.1 -0.1 0.0
H 0.0 0.0 0.0
H 0.0 0.0 0.1
H 0.1 -0.1 0.1
H 0.0 -0.1 0.1
H 0.0 0.0 -0.1
H 0.0 0.0 -0.2
H 0.0 0.0 -0.1
H 0.0 0.0 0.2
H 0.0 0.0 -0.1
H -0.1 0.0 0.1
H -0.1 0.0 0.1
H 0.1 0.0 0.0

(3)
Density functional theory data (ωB97M-V/def2-TZVPD) for the molecule C19H22N2O5S2.

Output
E (Ha): -2019.30295
Orbital gap (eV): 9.247
SMILES: O=C(NCc1cccs1)C1CCN(S(=O)(=O)c2ccc3c(c2)OCCO3)CC1

CARTESIAN COORDINATES (ANGSTROEM)
O1 1.576949 2.476865 3.216054
C1 1.894592 1.811375 2.251624
N1 1.313944 0.631040 1.948124
C2 0.226842 0.108089 2.735550
C3 -1.120548 0.361984 2.135260
C4 -2.307167 -0.222961 2.450862
C5 -3.398519 0.318098 1.734985
C6 -3.021741 1.304019 0.883174
S1 -1.327555 1.595693 0.941202
C7 3.022231 2.243482 1.313820
C8 4.041654 1.118667 1.045331
C9 3.864780 0.515708 -0.351752
N2 2.449889 0.430259 -0.660024
S2 2.018940 -0.714811 -1.823559
O2 2.884516 -1.841828 -1.637784
O3 1.940096 -0.113630 -3.123863
C10 0.381118 -1.156218 -1.265907
C11 0.262500 -1.959739 -0.146057
C12 -0.991764 -2.370296 0.259158
C13 -2.122074 -1.978710 -0.451861
C14 -1.993538 -1.125541 -1.558260
C15 -0.725590 -0.725711 -1.965014
O4 -3.072314 -0.684788 -2.265220
C16 -4.314522 -0.929895 -1.637220
C17 -4.339078 -2.334716 -1.040581
O5 -3.333327 -2.464595 -0.056855
C18 1.849662 1.732136 -0.906564
C19 2.469612 2.806197 -0.003685
H1 1.569556 0.174484 1.079934
H2 0.283585 0.616652 3.707744
H3 0.362819 -0.967332 2.891437
H4 -2.404703 -1.012054 3.174088
H5 -4.413530 -0.015623 1.860227
H6 -3.627737 1.899109 0.228528
H7 3.517847 3.065919 1.839317
H8 3.929821 0.340443 1.801322
H9 5.055968 1.510989 1.124478
H10 4.385128 1.122368 -1.104420
H11 4.263921 -0.497736 -0.397711
H12 1.154167 -2.285369 0.363740
H13 -1.127974 -3.017051 1.110518
H14 -0.608590 -0.099603 -2.833773
H15 -4.475706 -0.196437 -0.837579
H16 -5.076841 -0.812153 -2.408612
H17 -4.175492 -3.072532 -1.837289
H18 -5.287161 -2.537516 -0.541354
H19 1.983008 2.006281 -1.961428
H20 0.777304 1.634424 -0.719705
H21 3.294614 3.290920 -0.528786
H22 1.720010 3.567948 0.212248

Cartesian forces, eV/Å:
O -0.1 0.3 0.3
C 0.5 0.1 -0.2
N -0.3 -0.4 0.0
C 0.1 0.1 0.4
C -0.1 0.3 -0.2
C 0.3 0.1 0.0
C -0.1 0.2 -0.1
C 0.3 0.2 -0.1
S -0.4 -0.4 0.4
C 0.0 0.2 0.2
C -0.1 0.0 -0.2
C 0.7 -0.3 0.0
N -0.2 -0.7 -0.6
S -0.2 -0.1 0.3
O 0.0 0.0 0.2
O -0.2 0.1 0.1
C 0.5 0.3 -0.3
C 0.0 -0.2 0.1
C 0.0 0.1 -0.2
C 0.1 0.0 -0.2
C 0.2 -0.1 0.2
C -0.2 0.0 -0.1
O 0.3 0.0 -0.1
C -0.4 -0.3 0.4
C -0.2 0.3 -0.5
O 0.4 0.1 0.2
C -0.4 0.5 -0.3
C 0.0 -0.2 0.1
H 0.0 0.0 0.0
H 0.0 -0.2 -0.2
H 0.0 0.1 0.0
H 0.0 -0.2 0.2
H -0.2 0.0 0.0
H -0.2 0.1 -0.1
H -0.2 -0.2 0.0
H 0.1 0.0 0.0
H 0.0 0.0 0.0
H 0.0 0.0 0.0
H 0.1 0.2 0.0
H 0.1 -0.1 0.2
H 0.0 -0.1 0.1
H -0.1 0.1 -0.2
H 0.0 -0.1 -0.1
H 0.0 0.0 0.1
H 0.0 0.0 0.1
H 0.0 0.0 -0.1
H 0.0 0.1 0.1
H 0.1 0.1 -0.1
H 0.0 0.0 0.0
H 0.0 0.1 -0.1

(4)
Density functional theory data (ωB97M-V/def2-TZVPD) for the molecule C19H22N2O7S.

Output
E (Ha): -1771.60132
Orbital gap (eV): 7.965
SMILES: COc1ccc(NC(=O)COC(=O)CCNS(=O)(=O)c2ccccc2)cc1OC

CARTESIAN COORDINATES (ANGSTROEM)
C1 3.355949 -1.623347 3.872749
O1 2.146044 -2.142711 3.383523
C2 1.290649 -1.290275 2.746530
C3 1.532814 0.050165 2.503585
C4 0.611833 0.826766 1.817144
C5 -0.571363 0.265449 1.367109
N1 -1.460961 1.075219 0.641660
C6 -2.771154 0.849009 0.426939
O2 -3.414129 -0.090069 0.844283
C7 -3.485561 1.971696 -0.345262
O3 -2.771748 2.569063 -1.423516
C8 -2.470613 1.780598 -2.457042
O4 -2.636033 0.589639 -2.461528
C9 -1.913427 2.576046 -3.618752
C10 -0.503895 3.095582 -3.303019
N2 0.421780 1.999243 -3.108001
S1 1.291166 1.941241 -1.678897
O5 0.485710 2.626632 -0.700247
O6 2.627776 2.424850 -1.881498
C11 1.360763 0.194615 -1.322929
C12 2.504105 -0.290598 -0.717481
C13 2.578463 -1.633468 -0.388642
C14 1.512566 -2.472396 -0.671881
C15 0.376762 -1.973922 -1.288790
C16 0.293558 -0.629893 -1.616997
C17 -0.839077 -1.078065 1.621423
C18 0.077825 -1.858621 2.300445
O7 -0.086584 -3.182800 2.566459
C19 -1.290634 -3.793320 2.167840
H1 3.187848 -0.839712 4.619021
H2 3.981441 -1.224717 3.066334
H3 3.866659 -2.462462 4.342920
H4 2.446926 0.511185 2.840589
H5 0.826762 1.863718 1.615879
H6 -1.022522 1.900298 0.237047
H7 -4.425711 1.550004 -0.716574
H8 -3.699154 2.791547 0.345039
H9 -1.887680 1.927194 -4.494348
H10 -2.567135 3.428230 -3.804972
H11 -0.170005 3.759487 -4.105672
H12 -0.532225 3.659675 -2.368321
H13 0.995727 1.775093 -3.903492
H14 3.315263 0.392176 -0.521002
H15 3.463157 -2.025699 0.088711
H16 1.568977 -3.517075 -0.406138
H17 -0.452770 -2.625728 -1.515152
H18 -0.588778 -0.234459 -2.091283
H19 -1.770675 -1.489638 1.277482
H20 -2.158291 -3.315948 2.632727
H21 -1.410168 -3.773407 1.079855
H22 -1.220230 -4.826088 2.506147

Cartesian forces, eV/Å:
C 0.1 0.1 0.1
O -0.3 -0.1 -0.2
C -0.1 -0.1 0.0
C 0.0 -0.3 0.2
C -0.3 0.0 0.0
C 0.3 -0.1 0.4
N 0.3 0.3 -0.1
C -0.2 0.4 -0.3
O -0.2 -0.1 0.1
C -0.5 -0.4 0.2
O 0.2 0.5 0.2
C 0.0 -0.1 -0.7
O -0.1 0.0 0.1
C 0.2 0.0 0.2
C -0.5 0.3 0.1
N 0.5 -0.3 0.8
S 0.2 -0.2 -0.7
O -0.2 0.1 0.0
O 0.0 -0.3 0.0
C 0.0 0.5 -0.3
C 0.2 0.1 0.0
C 0.0 0.1 0.0
C 0.0 0.0 -0.1
C 0.0 0.1 -0.1
C -0.2 -0.1 -0.1
C 0.0 -0.2 0.1
C 0.2 0.2 0.1
O 0.3 0.2 0.0
C -0.2 -0.1 0.0
H 0.0 0.0 0.0
H 0.0 0.0 0.0
H 0.0 0.1 0.0
H 0.1 0.0 0.0
H 0.0 0.1 0.0
H -0.3 -0.2 0.0
H 0.2 0.0 0.1
H 0.0 -0.1 -0.1
H -0.1 0.0 0.1
H 0.0 0.0 0.0
H 0.0 -0.1 0.1
H -0.1 0.1 -0.2
H 0.2 -0.1 -0.1
H 0.2 0.0 0.1
H 0.1 0.0 0.1
H 0.0 -0.1 0.0
H -0.1 -0.1 0.0
H -0.1 0.0 -0.1
H 0.0 -0.1 0.0
H 0.0 0.0 0.0
H 0.0 0.0 0.0
H -0.1 0.1 -0.1

(5)
Density functional theory data (ωB97M-V/def2-TZVPD) for a structure of composition C19H22N4O3.

Output
E (Ha): -1181.21382
Orbital gap (eV): 7.691

CARTESIAN COORDINATES (ANGSTROEM)
C1 -6.462730 -2.108246 0.976066
C2 -6.504532 -0.766986 0.190970
O1 -5.461167 0.230924 0.493547
C3 -4.313614 -0.063941 -0.032041
C4 -3.365819 0.631711 0.360225
C5 -2.155673 0.631302 0.067072
C6 -1.877657 -0.338868 -0.833249
C7 -2.783946 -1.028604 -1.637946
C8 -4.099518 -0.926422 -1.107183
H1 -4.763945 -1.648244 -1.430833
H2 -2.593022 -1.565529 -2.273403
N1 -0.564782 -0.002831 -1.431475
C9 0.144085 0.683712 -0.647656
C10 1.442259 1.476934 -0.362442
N2 1.604656 2.313689 0.399875
C11 0.533519 2.715389 1.398532
N3 -0.608954 2.188548 1.277031
C12 -0.914404 1.347141 0.397472
H3 0.952398 3.616668 1.938298
N4 2.483000 1.139614 -1.056730
C13 3.780157 1.363732 -0.716809
H4 3.552670 2.052911 0.432829
C14 4.573694 0.175657 -0.262874
H5 5.171273 -0.180017 -0.967669
H6 5.192641 0.353278 0.330033
C15 3.667335 -1.073347 -0.113148
C16 2.780690 -1.522867 -1.385060
H7 3.353343 -1.883620 -2.037923
H8 1.748352 -1.830617 -0.966580
C17 2.583306 -0.040314 -2.039464
H9 1.658858 0.101573 -2.773567
H10 3.359928 0.168505 -2.908688
O2 4.296514 -2.244646 0.273715
C18 4.305600 -2.472969 1.641642
H11 5.312029 -2.198979 2.015391
C19 3.364318 -1.073236 2.181717
H12 2.576812 -1.669806 2.629573
O3 2.695743 -0.817397 1.228586
H13 3.812700 -0.399805 2.664083
H14 3.930023 -3.227365 2.064594
H15 4.474979 1.889432 -1.186671
H16 -0.129959 -0.653472 -1.718098
H17 -3.739948 1.474824 1.313954
H18 -7.614307 -0.398202 0.572443
H19 -6.844667 -0.824903 -0.964709
H20 -7.208745 -2.803853 0.638466
H21 -6.390731 -2.071665 2.010494
H22 -5.468812 -2.757138 0.618383

Cartesian forces, eV/Å:
C 4.3 -1.6 -4.2
C -4.7 0.9 0.1
O -5.6 -2.0 0.7
C -4.0 -4.8 -4.6
C -2.7 9.7 10.5
C 8.5 0.0 -0.8
C 2.9 0.4 -5.6
C -5.4 10.2 14.7
C 2.6 -0.5 -0.6
H -1.7 -0.9 -0.8
H 3.8 -10.0 -12.2
N -8.3 5.4 3.1
C -0.7 9.1 8.7
C -5.1 -10.2 -8.1
N -2.5 11.0 12.6
C 4.6 0.4 -3.4
N -0.8 3.5 4.1
C 1.8 -5.6 -6.0
H -1.4 -1.4 0.0
N 4.0 -5.1 -7.6
C -0.5 1.4 9.2
H 1.2 -1.7 -3.4
C -11.8 -4.2 -7.4
H 2.6 -1.3 -4.2
H 8.7 2.7 10.6
C -1.6 -0.8 1.6
C -5.0 8.9 7.0
H 4.0 -4.6 -4.9
H 2.1 -0.4 -1.0
C -2.8 1.2 -2.8
H 1.3 -0.9 1.7
H -0.8 -0.2 2.4
O -0.5 -0.7 -0.3
C 4.2 10.4 -0.6
H -0.2 -0.8 0.1
C 1.2 -12.0 4.3
H 0.6 -0.1 3.2
O -4.7 4.0 -14.7
H 4.2 5.4 4.1
H -3.0 -6.5 2.2
H 1.9 3.2 -3.2
H 6.9 -11.5 -6.3
H 1.1 -2.4 -2.9
H 3.1 0.2 -0.6
H 1.7 -0.2 2.4
H -0.9 0.2 0.0
H -0.1 0.6 1.8
H -2.1 1.7 1.0

Q: Among the records above, which one has the highest orbital gap?
A: C19H22N2O4S

Q: The lowest orbital gap belongs to which entry?
A: C19H22N4O3

Q: Among the records above, which one has the highest orbital gap?
A: C19H22N2O4S

Q: What is the E in the fifth record?
A: -1181.21382 Ha